79
Properties=species:S:1:pos:R:3:lowdin_charge:R:1 method="wB97M-V/def2-TZVPD" orbital_gap_ev="2.86 / 4.69" charge=+4
Pb 0.056 0.073 0.110 0.59
P 0.326 2.177 1.549 0.71
P -2.351 0.486 -0.195 0.63
P 2.471 -0.193 -0.191 0.63
H -1.437 -3.338 -8.795 0.13
C -0.578 -3.990 -8.634 0.22
C -0.740 -5.275 -8.234 0.26
H -1.733 -5.692 -8.061 0.13
C 0.430 3.657 0.687 -0.26
C -1.048 2.388 2.728 -0.16
C 1.750 2.179 2.645 -0.19
C -2.949 -0.630 -1.462 -0.23
C -3.532 0.303 1.114 -0.22
C -2.761 2.111 -0.822 -0.25
C 2.745 -1.438 -1.446 -0.22
C 3.508 -0.670 1.162 -0.22
C 3.329 1.242 -0.822 -0.24
H 0.413 -3.577 -8.815 0.12
H 0.117 -5.931 -8.081 0.13
H 0.444 4.479 1.425 0.10
H -0.414 3.798 0.007 0.05
H 1.349 3.689 0.096 0.06
H -0.760 3.173 3.426 0.06
H -1.247 1.464 3.340 0.06
H -1.961 2.636 2.228 0.05
H 1.689 3.111 3.233 0.08
H 2.684 2.159 2.109 0.05
H 1.772 1.340 3.368 0.05
H -4.052 -0.643 -1.401 0.09
H -2.572 -1.654 -1.321 0.06
H -2.646 -0.284 -2.458 0.05
H -4.378 0.978 0.880 0.08
H -3.146 0.565 2.107 0.04
H -3.928 -0.728 1.154 0.08
H -3.863 2.153 -0.878 0.09
H -2.342 2.270 -1.830 0.03
H -2.418 2.916 -0.160 0.05
H 3.828 -1.671 -1.452 0.09
H 2.451 -1.065 -2.434 0.05
H 2.183 -2.361 -1.245 0.07
H 4.549 -0.683 0.779 0.09
H 3.282 -1.675 1.558 0.08
H 3.460 0.047 1.994 0.05
H 4.409 1.025 -0.727 0.09
H 3.108 2.158 -0.261 0.05
H 3.080 1.411 -1.880 0.04
C 0.137 0.349 -3.566 -0.55
C -0.280 -0.982 -3.564 -0.14
C -0.323 -1.722 -4.740 -0.04
C 0.058 -1.140 -5.952 -0.02
C 0.480 0.196 -5.968 -0.02
C 0.521 0.934 -4.793 -0.08
Se 0.237 1.523 -2.079 0.95
H -0.165 -1.311 -0.760 -0.06
H -0.578 -1.442 -2.617 0.05
H -0.653 -2.762 -4.716 0.12
H 0.027 -1.720 -6.879 0.10
H 0.780 0.663 -6.903 0.13
H 0.850 1.971 -4.804 0.12
C 0.655 2.105 5.366 -0.03
N 0.391 0.752 4.740 -0.10
C 0.847 -0.192 5.831 -0.03
C -0.029 -0.045 3.611 -0.41
O 0.129 0.127 2.258 -0.46
N -0.673 -1.092 3.773 -0.11
C -1.524 -1.296 4.901 -0.02
C -0.789 -2.158 2.724 0.04
H 0.018 2.221 6.233 0.11
H 0.478 3.046 4.796 0.08
H 1.702 2.175 5.661 0.11
H 0.196 -0.084 6.723 0.12
H 0.907 -1.211 5.504 0.09
H 1.862 0.069 6.123 0.10
H -2.536 -1.521 4.568 0.11
H -1.156 -2.161 5.484 0.13
H -1.627 -0.407 5.529 0.11
H -1.341 -1.824 1.831 0.06
H 0.196 -2.545 2.454 0.11
H -1.372 -3.007 3.131 0.12

13
Properties=species:S:1:pos:R:3:lowdin_spin:R:1 method="wB97M-V/def2-TZVPD" s_squared=0.75 orbital_gap_ev="11.00 / 6.79" charge=+2 multiplicity=2
N -0.393 -2.666 1.739 0.00
C -0.544 -1.157 1.518 0.02
C 0.234 -0.751 0.256 0.06
S 0.386 1.033 0.062 0.49
S -0.019 1.366 -1.913 0.39
H -0.674 -3.360 1.042 0.00
H 0.626 -2.820 1.758 0.00
H -0.625 -3.008 2.673 0.00
H -1.620 -1.062 1.439 0.00
H -0.097 -0.754 2.418 0.00
H -0.233 -1.200 -0.612 0.00
H 1.253 -1.143 0.372 0.01
H -1.193 2.016 -1.745 0.04

86
Properties=species:S:1:pos:R:3:lowdin_spin:R:1 method="wB97M-V/def2-TZVPD" s_squared=6.02 orbital_gap_ev="6.20 / 6.34" charge=-1 multiplicity=5
Cr -0.630 -0.026 0.216 3.73
C 4.992 0.088 1.761 0.00
C 3.885 0.867 1.051 0.00
C 3.668 0.442 -0.384 0.00
C 4.649 0.797 -1.306 0.00
C 4.501 0.532 -2.655 0.00
C 3.347 -0.084 -3.103 0.00
C 2.333 -0.452 -2.228 0.00
C 1.114 -1.117 -2.790 0.00
C 1.394 -2.544 -3.248 0.00
C 2.511 -0.209 -0.850 0.00
N 1.486 -0.560 0.078 0.00
C 1.823 -1.304 1.090 0.02
C 0.924 -1.526 2.162 0.01
C 1.111 -2.114 3.415 0.01
C -0.081 -1.906 4.114 0.00
C -0.929 -1.213 3.245 0.02
N -0.336 -0.993 2.060 0.01
H 5.162 0.480 2.765 0.00
H 5.931 0.152 1.209 0.00
H 4.743 -0.970 1.853 0.00
H 4.157 1.928 1.038 0.00
H 2.962 0.802 1.624 0.00
H 5.533 1.313 -0.948 0.00
H 5.274 0.823 -3.355 0.00
H 3.207 -0.275 -4.162 0.00
H 0.741 -0.508 -3.619 0.00
H 0.318 -1.174 -2.054 0.00
H 2.170 -2.583 -4.017 0.00
H 0.484 -2.996 -3.640 0.00
H 1.712 -3.156 -2.403 0.00
H 2.818 -1.745 1.138 0.00
H 2.006 -2.605 3.765 0.00
H -0.315 -2.216 5.120 0.00
H -1.947 -0.902 3.424 0.00
C -4.705 0.313 -2.461 0.00
C -3.562 1.084 -1.840 0.00
O -3.801 1.291 -0.427 0.00
P -3.087 0.285 0.595 0.02
O -4.141 -0.910 0.621 0.00
C -3.956 -2.019 1.538 0.00
C -4.776 -3.177 1.030 0.00
O -3.406 0.992 2.012 0.00
C -2.609 2.145 2.328 0.01
C -3.487 3.374 2.379 0.00
H -4.513 0.161 -3.525 0.00
H -5.645 0.855 -2.350 0.00
H -4.806 -0.664 -1.990 0.00
H -3.453 2.083 -2.264 0.00
H -2.604 0.579 -1.975 0.00
H -4.285 -1.685 2.527 0.00
H -2.900 -2.290 1.563 0.00
H -5.833 -2.913 0.970 0.00
H -4.667 -4.026 1.707 0.00
H -4.410 -3.475 0.050 0.00
H -1.824 2.263 1.573 0.01
H -2.120 1.944 3.284 0.00
H -3.906 3.580 1.395 0.00
H -2.904 4.239 2.700 0.00
H -4.308 3.229 3.081 0.00
C 0.898 2.826 -2.227 0.00
C 0.002 2.758 -0.985 0.01
C -1.056 3.869 -1.075 0.00
C 0.862 2.977 0.265 0.01
O -0.661 1.535 -0.940 0.09
H 1.237 3.848 -2.420 0.00
H 0.334 2.478 -3.094 0.00
H 1.777 2.192 -2.118 0.00
H -0.614 4.868 -1.067 0.00
H -1.751 3.788 -0.238 0.00
H -1.630 3.753 -1.996 0.00
H 1.434 3.908 0.205 0.00
H 1.567 2.156 0.371 0.00
H 0.247 3.017 1.168 0.00
Se -1.480 -2.846 -0.795 0.03
C -0.682 -4.563 -0.731 0.01
C -0.630 -5.389 -1.859 0.00
C -0.062 -6.651 -1.805 0.00
C 0.482 -7.132 -0.622 0.00
C 0.445 -6.322 0.507 0.00
C -0.124 -5.062 0.452 0.00
H -1.052 -5.024 -2.787 0.00
H -0.043 -7.263 -2.700 0.00
H 0.927 -8.118 -0.580 0.00
H 0.867 -6.675 1.441 0.00
H -0.143 -4.434 1.336 0.00

10
Properties=species:S:1:pos:R:3:nbo_charge:R:1 method="wB97M-V/def2-TZVPD" smiles="[H]/N=c1/nc(S)nno1" orbital_gap_ev=8.95 charge=0
H 1.256 0.000 2.752 0.36
N 0.328 0.013 2.340 -0.64
C 0.388 0.002 1.090 0.61
N -0.747 0.034 0.284 -0.47
C -0.568 0.013 -0.978 0.23
S -1.866 0.043 -2.131 0.13
N 0.690 -0.049 -1.634 -0.24
N 1.720 -0.067 -0.954 0.24
O 1.620 -0.059 0.432 -0.36
H -2.820 0.071 -1.202 0.15

55
Properties=species:S:1:pos:R:3:nbo_charge:R:1 method="wB97M-V/def2-TZVPD" smiles="O=C1NC(=O)C(CCc2ccncc2)(Cc2ccc(OCc3ccccc3)cc2)C(=O)N1" orbital_gap_ev=9.26 charge=0
O 0.785 0.474 -3.026 -0.59
C 0.018 0.167 -2.155 0.82
N -0.249 0.975 -1.072 -0.66
C -1.079 0.713 -0.002 0.73
O -1.293 1.572 0.815 -0.58
C -1.616 -0.701 0.090 -0.26
C -3.076 -0.709 0.595 -0.38
C -3.272 -0.350 2.072 -0.44
C -4.739 -0.184 2.341 0.05
C -5.362 1.048 2.171 -0.27
C -6.725 1.145 2.401 0.04
N -7.476 0.124 2.775 -0.42
C -6.886 -1.048 2.936 0.04
C -5.532 -1.256 2.733 -0.27
C -0.666 -1.473 1.062 -0.39
C 0.745 -1.487 0.549 -0.10
C 1.625 -0.468 0.887 -0.13
C 2.899 -0.408 0.353 -0.32
C 3.319 -1.382 -0.548 0.32
O 4.527 -1.409 -1.165 -0.49
C 5.436 -0.353 -0.936 -0.10
C 4.948 1.005 -1.385 0.03
C 3.963 1.127 -2.354 -0.24
C 3.520 2.379 -2.746 -0.19
C 4.068 3.518 -2.184 -0.22
C 5.063 3.402 -1.226 -0.20
C 5.497 2.152 -0.824 -0.25
C 2.452 -2.430 -0.863 -0.26
C 1.186 -2.479 -0.321 -0.19
C -1.575 -1.475 -1.217 0.73
O -2.206 -2.482 -1.409 -0.57
N -0.712 -1.001 -2.179 -0.66
H 0.211 1.880 -1.076 0.44
H -3.643 0.001 -0.014 0.22
H -3.485 -1.705 0.408 0.24
H -2.876 -1.144 2.706 0.21
H -2.753 0.582 2.290 0.24
H -4.790 1.912 1.870 0.22
H -7.245 2.087 2.282 0.19
H -7.535 -1.858 3.243 0.19
H -5.100 -2.235 2.880 0.21
H -1.052 -2.489 1.161 0.23
H -0.700 -0.977 2.032 0.23
H 1.310 0.302 1.576 0.21
H 3.546 0.407 0.633 0.23
H 6.322 -0.634 -1.516 0.21
H 5.723 -0.319 0.125 0.18
H 3.527 0.246 -2.800 0.23
H 2.741 2.450 -3.489 0.22
H 3.725 4.495 -2.490 0.21
H 5.497 4.288 -0.785 0.21
H 6.266 2.063 -0.069 0.21
H 2.795 -3.191 -1.545 0.23
H 0.527 -3.296 -0.580 0.22
H -0.600 -1.574 -3.009 0.44

87
Properties=species:S:1:pos:R:3:lowdin_charge:R:1 method="wB97M-V/def2-TZVPD" smiles="CN1C(=O)[C@@H](Cc2ccccc2)N(/C=C/[C@@H](CC(c2ccccc2)=[N+]2CCCCC2)c2ccccc2)[C@@H]1C(C)(C)C" orbital_gap_ev=5.43 charge=+1
C 5.540 0.485 -2.291 -0.02
N 4.105 0.601 -2.407 -0.03
C 3.488 0.502 -3.636 -0.42
O 4.040 0.682 -4.717 0.09
C 2.045 0.148 -3.371 -0.19
C 1.773 -1.312 -3.774 -0.07
C 2.815 -2.244 -3.190 -0.23
C 3.987 -2.500 -3.907 -0.04
C 5.016 -3.252 -3.336 -0.08
C 4.858 -3.788 -2.055 -0.09
C 3.655 -3.606 -1.368 -0.08
C 2.620 -2.863 -1.950 -0.04
N 1.925 0.408 -1.949 -0.03
C 0.728 0.193 -1.321 -0.08
C 0.734 -0.151 0.005 -0.11
C -0.371 0.077 0.876 -0.24
C -1.979 -0.363 0.306 -0.04
C -3.338 -0.115 0.930 -0.10
C -3.673 1.150 1.576 -0.22
C -3.568 2.363 0.854 -0.02
C -3.841 3.593 1.470 -0.05
C -4.280 3.612 2.805 -0.05
C -4.480 2.423 3.528 -0.05
C -4.170 1.211 2.913 -0.05
N -4.352 -0.985 0.794 0.03
C -4.067 -2.317 0.213 -0.12
C -5.237 -3.233 -0.154 -0.17
C -6.457 -3.120 0.768 -0.20
C -6.872 -1.638 0.837 -0.16
C -5.705 -0.740 1.335 -0.11
C -0.030 0.147 2.318 -0.19
C -0.749 1.061 3.140 -0.03
C -0.458 1.140 4.516 -0.07
C 0.718 0.569 5.036 -0.08
C 1.581 -0.108 4.172 -0.08
C 1.149 -0.434 2.884 -0.04
C 3.174 0.789 -1.289 -0.18
C 3.250 2.250 -0.699 -0.52
C 2.899 3.223 -1.825 -0.03
C 4.659 2.509 -0.171 -0.05
C 2.296 2.475 0.468 -0.05
H 5.866 -0.478 -2.717 0.09
H 6.038 1.300 -2.846 0.10
H 5.827 0.504 -1.231 0.09
H 1.367 0.846 -3.881 0.16
H 0.766 -1.608 -3.452 0.11
H 1.816 -1.340 -4.876 0.13
H 4.097 -2.088 -4.913 0.12
H 5.939 -3.403 -3.895 0.11
H 5.666 -4.364 -1.603 0.10
H 3.506 -4.037 -0.379 0.10
H 1.659 -2.758 -1.441 0.10
H -0.162 0.170 -1.977 0.13
H 1.677 -0.506 0.433 0.10
H -1.127 0.915 0.529 0.13
H -2.070 -0.373 -0.867 0.16
H -1.643 -1.411 0.654 0.15
H -3.334 2.346 -0.221 0.13
H -3.762 4.531 0.899 0.12
H -4.568 4.551 3.271 0.11
H -4.921 2.422 4.540 0.13
H -4.305 0.277 3.467 0.12
H -3.461 -2.862 0.951 0.14
H -3.464 -2.210 -0.697 0.12
H -4.885 -4.271 -0.132 0.12
H -5.564 -3.042 -1.189 0.12
H -7.287 -3.710 0.346 0.12
H -6.281 -3.539 1.782 0.13
H -7.259 -1.313 -0.153 0.13
H -7.713 -1.532 1.548 0.13
H -5.677 -0.920 2.421 0.13
H -6.041 0.291 1.174 0.14
H -1.472 1.768 2.650 0.11
H -1.130 1.734 5.125 0.10
H 0.998 0.777 6.069 0.11
H 2.592 -0.360 4.507 0.11
H 1.777 -1.115 2.290 0.11
H 3.439 0.080 -0.479 0.16
H 1.873 3.059 -2.173 0.09
H 2.973 4.253 -1.454 0.10
H 3.586 3.120 -2.672 0.09
H 4.974 1.716 0.521 0.09
H 5.395 2.606 -0.975 0.08
H 4.685 3.453 0.394 0.09
H 2.446 1.738 1.269 0.09
H 2.491 3.472 0.899 0.09
H 1.248 2.473 0.150 0.08

13
Properties=species:S:1:pos:R:3:nbo_charge:R:1 method="wB97M-V/def2-TZVPD" orbital_gap_ev=9.88 charge=0
C 0.354 1.012 0.264 -0.26
C 0.507 -0.309 0.176 0.03
C -1.159 1.185 0.117 -0.48
C -1.358 -0.249 -0.530 0.26
C 1.650 -1.229 0.083 -0.67
F -2.102 -1.031 0.192 -0.33
H 0.927 1.893 0.553 0.20
H -1.717 1.170 1.180 0.22
H -1.471 2.148 -0.471 0.20
H -1.326 -0.325 -1.652 0.18
H 1.756 -1.561 -0.946 0.22
H 1.449 -2.005 0.766 0.22
H 2.489 -0.698 0.268 0.22

48
Properties=species:S:1:pos:R:3:nbo_charge:R:1 method="wB97M-V/def2-TZVPD" smiles="NC(N)=O.NC(N)=O.NC(N)=O.NC(N)=O.NC(N)=O.NC(N)=O" orbital_gap_ev=9.27 charge=0
N 9.339 28.076 -11.885 -0.80
C 9.056 27.829 -10.663 0.73
N 7.812 27.943 -10.483 -0.80
O 9.966 27.580 -9.838 -0.68
H 8.550 28.261 -12.487 0.36
H 10.271 28.345 -12.166 0.41
H 7.416 28.455 -11.259 0.36
H 7.474 28.253 -9.584 0.41
N 6.867 31.686 -5.472 -0.84
C 6.880 32.158 -4.252 0.74
N 7.424 31.416 -3.366 -0.81
O 6.306 33.181 -3.916 -0.69
H 7.254 30.757 -5.559 0.40
H 6.553 32.211 -6.276 0.42
H 7.253 31.596 -2.387 0.41
H 7.933 30.564 -3.556 0.37
N 2.837 29.062 -8.394 -0.84
C 2.044 29.987 -8.813 0.73
N 2.581 30.997 -9.360 -0.80
O 0.849 29.701 -8.835 -0.69
H 2.442 28.139 -8.284 0.41
H 3.844 29.140 -8.370 0.37
H 3.576 31.072 -9.202 0.39
H 1.971 31.643 -9.841 0.42
N 3.765 23.734 -3.671 -0.82
C 3.576 24.485 -4.722 0.76
N 3.504 23.839 -5.834 -0.79
O 3.495 25.725 -4.619 -0.72
H 4.287 22.892 -3.871 0.39
H 3.724 24.246 -2.802 0.43
H 3.778 24.207 -6.734 0.41
H 3.796 22.886 -5.668 0.37
N 10.531 31.547 -5.642 -0.86
C 9.852 30.880 -6.600 0.76
N 9.385 29.781 -6.099 -0.84
O 9.749 31.339 -7.719 -0.66
H 10.686 31.190 -4.710 0.37
H 10.645 32.536 -5.809 0.40
H 8.698 29.308 -6.669 0.44
H 9.428 29.499 -5.130 0.38
N 5.570 26.907 -6.202 -0.85
C 5.922 28.152 -6.378 0.78
N 4.867 28.918 -6.020 -0.85
O 6.989 28.589 -6.766 -0.72
H 4.821 26.682 -5.564 0.44
H 6.317 26.235 -6.304 0.39
H 4.960 29.920 -6.099 0.40
H 3.955 28.533 -6.219 0.40

13
Properties=species:S:1:pos:R:3:nbo_charge:R:1 method="wB97M-V/def2-TZVPD" orbital_gap_ev=7.48 charge=0
C -2.462 -0.073 -0.583 -0.71
N -1.284 0.223 0.454 -0.61
C 0.046 -0.311 0.198 0.89
O 0.283 -1.485 0.265 -0.57
O 0.904 0.661 -0.095 -0.50
C 2.239 0.200 -0.373 -0.26
H -2.223 0.619 -1.406 0.13
H -1.609 -0.198 1.321 0.43
H -2.190 -1.077 -0.947 0.15
H -1.252 1.234 0.581 0.43
H 2.632 -0.365 0.477 0.20
H 2.831 1.098 -0.544 0.20
H 2.234 -0.438 -1.259 0.20

9
Properties=species:S:1:pos:R:3:nbo_charge:R:1 method="wB97M-V/def2-TZVPD" smiles=FC1(I)CC1 orbital_gap_ev=9.96 charge=0
F -0.726 -1.923 -0.071 -0.41
C -0.643 -0.358 0.086 0.20
I -2.581 0.494 -0.008 0.17
C 0.591 0.173 0.793 -0.45
C 0.484 0.218 -0.742 -0.47
H 1.162 -0.505 1.345 0.25
H 0.475 1.244 1.166 0.24
H 0.117 1.101 -1.241 0.23
H 1.122 -0.445 -1.328 0.24

17
Properties=species:S:1:pos:R:3:nbo_charge:R:1 method="wB97M-V/def2-TZVPD" smiles=Cc1c[nH+]c(C)n1O orbital_gap_ev=10.62 charge=+1
C 2.509 -0.225 -0.251 -0.66
C 1.188 0.409 -0.011 0.15
C 0.660 1.615 0.333 -0.05
N -0.700 1.539 0.207 -0.46
C -1.079 0.256 -0.070 0.39
C -2.361 -0.473 0.055 -0.71
N 0.068 -0.456 -0.084 0.01
O 0.156 -1.800 -0.155 -0.46
H 2.988 -0.671 0.655 0.26
H 2.223 -0.980 -1.037 0.25
H 3.240 0.379 -0.724 0.26
H 1.333 2.436 0.453 0.27
H -1.353 2.230 0.550 0.45
H -2.575 -1.110 0.880 0.27
H -3.258 0.202 -0.059 0.28
H -2.266 -1.203 -0.798 0.25
H -0.773 -2.150 0.057 0.50

32
Properties=species:S:1:pos:R:3:nbo_charge:R:1 method="wB97M-V/def2-TZVPD" orbital_gap_ev=5.64 charge=-1
C 0.912 -1.589 1.202 -0.64
C -0.525 -2.234 0.744 -0.45
C -1.828 -1.698 1.583 -0.47
Br -1.589 -1.623 3.568 0.05
S -3.305 -2.872 1.281 2.00
O -3.925 -3.316 2.664 -0.91
O -2.865 -4.212 0.594 -0.91
N -4.471 -2.133 0.209 -1.07
S -5.900 -1.590 1.056 1.95
O -6.982 -2.692 1.271 -0.86
O -5.605 -0.798 2.368 -0.89
Br -6.881 -0.069 -0.329 -0.20
H 1.091 -1.547 2.360 0.22
H 1.752 -2.321 0.774 0.20
H 1.141 -0.539 0.681 0.22
H -0.694 -1.897 -0.389 0.23
H -0.390 -3.396 0.718 0.26
H -2.187 -0.638 1.182 0.26
C 2.620 3.853 -1.206 -0.36
C 1.755 2.864 -0.971 0.30
C 2.100 1.447 -1.275 0.47
O 1.292 0.558 -1.031 -0.52
C 3.416 1.171 -1.871 -0.35
C 4.279 2.160 -2.109 0.29
C 3.945 3.573 -1.780 0.47
O 4.766 4.459 -1.993 -0.53
O 5.517 1.908 -2.672 -0.65
O 0.507 3.120 -0.435 -0.64
H 2.383 4.887 -0.988 0.25
H 3.646 0.139 -2.104 0.25
H 5.955 2.784 -2.742 0.50
H 0.071 2.243 -0.359 0.51

20
Properties=species:S:1:pos:R:3:nbo_charge:R:1 method="wB97M-V/def2-TZVPD" smiles="CC(=O)C(C)(C)N(O)N=O" orbital_gap_ev=10.44 charge=0
C -2.154 -0.379 -0.699 -0.73
C -1.224 -0.338 0.480 0.60
O -1.473 -0.862 1.535 -0.51
C 0.148 0.347 0.263 0.05
C 0.778 0.693 1.605 -0.63
C 0.124 1.544 -0.676 -0.62
N 0.943 -0.788 -0.491 0.06
O 0.456 -2.065 -0.652 -0.55
N 2.212 -0.621 -0.382 0.19
O 2.873 -1.673 -0.456 -0.47
H -3.021 -0.987 -0.451 0.24
H -1.638 -0.811 -1.559 0.25
H -2.485 0.625 -0.948 0.23
H 1.792 1.067 1.470 0.23
H 0.786 -0.185 2.252 0.24
H 0.187 1.471 2.089 0.23
H -0.489 2.332 -0.250 0.22
H 1.136 1.914 -0.804 0.24
H -0.269 1.287 -1.653 0.22
H 1.320 -2.572 -0.673 0.50